No. 1
This record from the OMol25 dataset describes C22H46O in the gas phase. The level of theory is ωB97M-V with the def2-TZVPD basis set.

Results
- Gap between HOMO and LUMO: 11.1 eV
- Total charge: 0
- SMILES: CCCCCCCCCCCCCCCCCCCCCCO

```
69
Properties=species:S:1:pos:R:3:forces:R:3
C -10.26046 -7.30716 2.55436 0.106 0.160 0.183
C -9.21438 -6.25544 2.90280 -0.043 -0.157 -0.326
C -8.33129 -5.91231 1.70552 0.045 0.214 0.483
C -7.27865 -4.86149 2.04928 -0.056 -0.217 -0.472
C -6.39892 -4.51401 0.85086 0.053 0.216 0.478
C -5.34204 -3.46893 1.19925 -0.052 -0.215 -0.478
C -4.46305 -3.11691 0.00166 0.059 0.207 0.474
C -3.39692 -2.08340 0.35747 0.005 -0.224 -0.438
C -2.51278 -1.74410 -0.84057 -0.024 0.296 0.240
C -1.48106 -0.65275 -0.55076 0.095 -0.366 -0.054
C -0.38682 -1.10303 0.41511 -0.098 0.369 0.053
C 0.66474 -0.02489 0.68154 0.013 -0.302 -0.234
C 1.56043 0.26481 -0.52117 0.011 0.224 0.432
C 2.68619 1.23438 -0.16935 -0.073 -0.197 -0.472
C 3.58924 1.52471 -1.36564 0.067 0.204 0.472
C 4.73738 2.46382 -1.00352 -0.082 -0.134 -0.475
C 5.63549 2.75248 -2.20459 0.209 0.010 0.330
C 6.87844 3.56997 -1.85195 -0.344 0.113 -0.159
C 6.56348 5.00004 -1.41878 0.439 -0.208 0.015
C 7.83586 5.81076 -1.18784 -0.414 0.204 -0.012
C 7.53633 7.23722 -0.73252 0.595 -0.124 -0.067
C 8.81148 8.07236 -0.60714 -0.477 0.115 0.383
O 9.49658 8.21786 -1.82825 0.149 0.036 -0.502
H -9.78157 -8.22603 2.22269 0.001 -0.124 -0.049
H -10.87857 -7.53532 3.41970 -0.114 -0.092 0.025
H -10.90695 -6.95161 1.75481 -0.098 -0.012 -0.090
H -9.71375 -5.34911 3.25327 0.042 0.040 0.076
H -8.58783 -6.62329 3.71873 0.020 0.066 0.067
H -7.83409 -6.81934 1.35319 -0.003 -0.054 -0.089
H -8.95785 -5.54239 0.89027 -0.022 -0.034 -0.096
H -6.65002 -5.23333 2.86212 0.017 0.031 0.091
H -7.77574 -3.95610 2.40610 0.002 0.049 0.085
H -5.90519 -5.41987 0.49081 -0.001 -0.050 -0.086
H -7.02624 -4.13671 0.03966 -0.020 -0.031 -0.093
H -5.83527 -2.56427 1.56297 0.002 0.051 0.088
H -4.71350 -3.84874 2.00842 0.019 0.031 0.093
H -5.09002 -2.72873 -0.80475 -0.014 -0.028 -0.093
H -3.97662 -4.02319 -0.36727 -0.002 -0.051 -0.087
H -2.78430 -2.47573 1.17084 0.001 0.033 0.109
H -3.88253 -1.17264 0.71624 0.001 0.065 0.089
H -1.99598 -2.64692 -1.17487 0.000 -0.060 -0.089
H -3.15321 -1.41001 -1.66103 -0.019 -0.076 -0.064
H -1.98824 0.22266 -0.13803 -0.010 0.112 -0.022
H -1.02280 -0.35599 -1.49588 0.000 0.115 -0.017
H -0.84277 -1.37886 1.36763 -0.001 -0.114 0.015
H 0.10478 -1.99199 0.01251 0.012 -0.112 0.023
H 0.16650 0.89626 0.99296 0.002 0.064 0.090
H 1.29591 -0.35319 1.51151 0.021 0.076 0.060
H 0.96776 0.68989 -1.33295 -0.004 -0.036 -0.110
H 1.99301 -0.67207 -0.88063 -0.003 -0.064 -0.086
H 2.25610 2.17037 0.19531 0.008 0.052 0.089
H 3.28678 0.81124 0.63968 0.015 0.026 0.092
H 2.99587 1.97153 -2.16707 -0.023 -0.029 -0.096
H 3.99787 0.58450 -1.74406 -0.002 -0.043 -0.087
H 4.32333 3.39692 -0.61770 0.002 0.042 0.111
H 5.33491 2.01071 -0.20878 0.035 0.023 0.105
H 5.05952 3.28092 -2.96804 -0.029 -0.019 -0.100
H 5.95674 1.80096 -2.63595 -0.060 -0.031 -0.078
H 7.42701 3.06443 -1.05384 0.098 -0.044 0.012
H 7.53199 3.60684 -2.72717 0.101 -0.003 0.026
H 5.97916 4.98716 -0.49702 -0.116 0.045 0.021
H 5.95863 5.48400 -2.18985 -0.095 0.048 -0.009
H 8.42057 5.84833 -2.10946 0.054 -0.055 0.020
H 8.44852 5.31655 -0.43071 0.095 -0.047 0.015
H 6.86514 7.71638 -1.45221 -0.082 0.066 0.025
H 7.03118 7.22258 0.23503 -0.097 0.044 0.033
H 9.51950 7.58133 0.06438 -0.070 0.045 0.042
H 8.56516 9.06066 -0.18925 0.082 -0.142 0.031
H 8.88780 8.58727 -2.47806 0.075 0.000 0.052
```
Forces are in eV/Å.

=====

No. 2
This record from the OMol25 dataset describes 2 unconnected molecules or ions with the total composition C4H12N2S. The level of theory is ωB97M-V with the def2-TZVPD basis set.

Results
- Gap between HOMO and LUMO: 9.5 eV
- Total charge: 0
- SMILES: C=NC.NCCS

```
19
Properties=species:S:1:pos:R:3:forces:R:3
C -0.06659 -0.53387 2.26369 -1.008 0.790 -0.548
N -0.85219 -0.04136 1.40127 0.084 -0.103 -0.132
C -2.25793 0.11432 1.74411 0.455 -0.070 0.333
H -0.44446 -0.68563 3.28125 0.524 -0.449 0.072
H 0.93957 -0.73728 1.91575 0.238 -0.070 0.556
H -2.87663 -0.20442 0.89459 0.160 -0.011 0.325
H -2.47499 1.16362 1.94724 -0.026 0.005 -0.043
H -2.44617 -0.48713 2.64217 -0.541 0.145 -0.093
N 1.90037 1.60511 -1.47877 0.230 0.102 -0.214
C 1.58961 0.23020 -1.11250 -0.812 0.025 -0.028
C 0.46743 -0.37233 -1.96484 -0.052 -0.575 0.436
S -0.28412 -1.87450 -1.21795 0.305 -0.584 -0.703
H 1.06071 2.17010 -1.40690 0.021 -0.022 0.185
H 2.16582 1.66973 -2.45642 0.138 -0.096 0.038
H 2.43842 -0.43899 -1.24866 0.291 0.285 0.234
H 1.28977 0.21891 -0.06237 0.123 0.016 -0.120
H 0.94674 -0.70706 -2.89337 -0.525 -0.050 -0.009
H -0.34676 0.31064 -2.19476 0.171 0.268 0.026
H -0.74860 -1.40007 -0.05354 0.224 0.394 -0.317
```
Forces are in eV/Å.

=====

No. 3
This record from the OMol25 dataset describes a molecular structure, C28H37AgBN5OS2Te. The level of theory is ωB97M-V with the def2-TZVPD basis set.

Results
- Multiplicity: 2
- Gap between HOMO and LUMO (alpha / beta): 5.7 / 7.0 eV
- Total charge: -1

```
76
Properties=species:S:1:pos:R:3:forces:R:3
Ag 1.33077 -0.67657 0.68464 0.310 -0.270 0.435
C 0.18261 -4.53112 4.40862 0.047 -0.022 -0.049
N 0.89220 -4.81254 3.17911 -0.095 -0.017 0.169
C 1.58782 -5.97107 2.89270 -0.016 0.040 -0.001
C 2.07464 -5.81524 1.64679 -0.019 0.060 -0.045
N 1.69321 -4.57631 1.16650 -0.007 -0.010 -0.142
B 2.05490 -4.08772 -0.28638 0.069 -0.034 0.077
N 3.57356 -3.64278 -0.31007 -0.124 -0.099 -0.103
C 4.60973 -4.55493 -0.23908 -0.057 0.061 0.018
C 5.77757 -3.90450 -0.40651 -0.020 0.005 0.020
N 5.45297 -2.57511 -0.58554 0.166 0.113 -0.090
C 6.39114 -1.49742 -0.82168 -0.044 -0.059 0.048
C 4.10309 -2.42195 -0.53414 -0.138 0.066 0.114
S 3.37664 -0.89037 -0.76383 -0.056 -0.104 0.027
C 0.94988 -3.96403 2.11661 0.036 0.116 -0.080
S 0.13968 -2.46298 2.12743 0.107 -0.089 -0.064
H 0.35137 -5.36041 5.09320 -0.011 0.011 0.017
H -0.88385 -4.41666 4.21872 -0.003 -0.002 -0.018
H 0.54638 -3.60300 4.84655 0.006 0.006 -0.005
H 1.65986 -6.78527 3.59111 -0.005 0.006 0.003
H 2.64471 -6.49794 1.04389 -0.010 -0.001 -0.009
H 1.95946 -5.05741 -1.01688 0.054 0.051 0.086
H 1.35631 -3.17892 -0.61243 -0.007 -0.019 -0.017
H 4.42753 -5.60236 -0.08539 -0.009 0.003 -0.017
H 6.79469 -4.25274 -0.41464 -0.002 0.004 -0.006
H 7.39720 -1.91116 -0.78914 0.006 0.011 0.003
H 6.27753 -0.72875 -0.05914 -0.005 0.007 0.003
H 6.21032 -1.03873 -1.79241 -0.013 -0.006 -0.011
C 1.76937 1.52022 3.60927 0.009 0.002 0.068
C 1.03615 2.14864 2.42034 -0.115 -0.335 -0.123
O 0.91698 3.38718 2.37279 0.011 0.104 -0.054
N 0.56660 1.25027 1.56012 0.083 -0.100 -0.016
Te 0.02477 1.93496 -0.43464 0.057 0.467 -0.158
C -0.99180 3.41089 -1.78597 -0.037 -0.019 0.087
C -1.01728 4.75899 -1.41690 0.017 0.143 -0.063
C -0.47264 5.30254 -0.11151 0.051 -0.071 -0.063
C -1.57522 5.69371 -2.29753 -0.008 -0.042 0.015
C -2.09722 5.32883 -3.52551 0.010 0.007 0.031
C -2.69147 6.35233 -4.45728 -0.005 0.001 -0.021
C -2.04837 3.98489 -3.88084 0.006 -0.031 -0.036
C -1.50436 3.02611 -3.03389 -0.123 0.026 -0.036
C -1.51921 1.58577 -3.47739 -0.053 -0.013 -0.015
C -1.77897 0.85470 -0.11929 0.062 0.056 0.034
C -1.95589 -0.43820 -0.60848 -0.037 -0.078 0.029
C -0.98856 -1.17529 -1.50325 -0.032 -0.004 -0.009
C -3.10972 -1.14239 -0.23905 0.050 0.000 -0.070
C -4.07088 -0.59837 0.58580 -0.002 0.053 0.024
C -5.29613 -1.37835 0.98066 -0.019 -0.003 0.008
C -3.87256 0.69856 1.05699 -0.031 -0.014 0.003
C -2.74583 1.43225 0.72558 -0.013 -0.027 -0.044
C -2.59159 2.82359 1.27334 -0.013 0.033 -0.001
H 1.99025 2.29650 4.34061 0.002 -0.021 0.019
H 2.69964 1.05967 3.27133 0.011 0.033 -0.016
H 1.16572 0.73249 4.06210 -0.007 0.012 -0.013
H 0.12047 4.58866 0.45882 -0.056 -0.020 0.016
H -1.28677 5.63306 0.53895 -0.029 -0.024 -0.016
H 0.15179 6.17717 -0.30799 -0.009 0.009 -0.017
H -1.59265 6.74016 -2.00390 0.001 -0.002 0.000
H -2.67859 7.34564 -4.00777 0.003 -0.004 0.004
H -3.72731 6.10928 -4.70444 0.002 -0.007 0.005
H -2.13787 6.40350 -5.39779 0.006 -0.010 0.005
H -2.44053 3.67441 -4.84649 -0.002 0.007 0.010
H -1.60791 1.51702 -4.56289 -0.014 0.002 -0.005
H -2.36551 1.05131 -3.03449 0.052 0.033 0.010
H -0.61611 1.05692 -3.17281 0.020 0.039 -0.005
H -0.04229 -0.65587 -1.64138 -0.007 0.023 0.009
H -1.42486 -1.32585 -2.49519 -0.023 -0.012 0.024
H -0.76779 -2.15746 -1.08147 -0.001 0.008 0.003
H -3.23040 -2.15845 -0.60300 -0.002 0.001 0.009
H -5.24324 -2.40429 0.61577 0.006 0.005 -0.005
H -6.20316 -0.92314 0.57551 0.007 0.006 -0.003
H -5.40694 -1.41225 2.06642 0.010 0.004 -0.001
H -4.60969 1.14541 1.71783 -0.013 -0.014 -0.007
H -3.41182 3.05478 1.95446 0.004 0.005 0.009
H -2.60689 3.55430 0.46119 -0.008 -0.010 0.017
H -1.64567 2.95320 1.80465 0.020 -0.047 -0.004
```
Forces are in eV/Å.

=====

no.,strongest force on any atom (Eh/bohr)
1,0.0121
2,0.0271
3,0.0116